(1)
C7H18N2O2S as an isolated structure. Source: OMol25; level of theory: ωB97M-V/def2-TZVPD.

Cartesian coordinates (Å):
1 C 3.447 -1.332 -0.427
2 C 1.344 1.781 -0.572
3 C 0.033 2.298 0.001
4 C -0.795 1.224 0.617
5 C -2.018 0.721 -0.328
6 C -2.852 -0.410 0.274
7 C -1.990 -1.603 0.600
8 H 3.540 -1.154 -1.554
9 H 3.233 -2.560 0.016
10 H 4.197 -0.936 0.369
11 H 1.664 1.018 1.405
12 H 1.994 2.591 -0.937
13 H 1.199 1.162 -1.531
14 H -0.468 2.860 -0.801
15 H 0.443 3.028 0.774
16 H -0.038 0.561 1.095
17 H -1.187 1.784 1.642
18 H -2.498 1.641 -0.799
19 H -1.690 0.408 -1.459
20 H -3.191 0.119 1.222
21 H -3.522 -0.828 -0.404
22 H -1.145 -1.359 1.226
23 H -2.733 -2.183 1.024
24 H -0.471 -1.810 -0.784
25 H -1.687 -3.270 -1.051
26 N 2.180 0.968 0.339
27 N -1.483 -2.014 -0.784
28 O 1.691 -1.166 1.570
29 O 0.947 -0.888 -0.913
30 S 1.857 -0.651 0.171

Computed properties:
HOMO energy   -8.5676 eV
ΔE to the lowest compared entry with this formula, charge and spin   76.69 kcal per mole
Charge   0
Strongest force on any atom   5.4 eV/Å

---

(2)
A 2-piece molecular cluster, C7H18N3O3S overall. Source: OMol25; level of theory: ωB97M-V/def2-TZVPD.

Cartesian coordinates (Å):
1 C -1.645 1.729 0.807
2 S 0.017 2.206 0.493
3 O 0.707 2.468 1.736
4 O 0.041 3.194 -0.547
5 C 0.871 0.741 -0.197
6 C 0.458 -0.590 0.406
7 C 1.027 -0.767 1.810
8 N 2.503 -0.614 1.762
9 C 2.860 0.608 1.184
10 N 3.765 1.312 1.814
11 N 2.308 1.014 0.026
12 H -2.171 2.678 0.910
13 H -1.703 1.171 1.737
14 H -2.038 1.169 -0.040
15 H 0.688 0.753 -1.269
16 H 0.903 -1.371 -0.218
17 H -0.616 -0.750 0.337
18 H 0.820 -1.765 2.184
19 H 0.645 -0.041 2.525
20 H 2.888 -1.367 1.197
21 H 3.999 1.042 2.757
22 H 4.241 2.096 1.394
23 H 2.513 1.996 -0.152
24 C -2.970 -2.297 -3.001
25 C -1.962 -1.688 -2.052
26 O -2.563 -0.750 -1.148
27 H -3.465 -1.519 -3.581
28 H -2.483 -2.988 -3.688
29 H -3.735 -2.850 -2.452
30 H -1.206 -1.128 -2.603
31 H -1.456 -2.471 -1.476
32 H -3.243 -1.220 -0.654

Computed properties:
HOMO energy   -13.5813 eV
ΔE to the lowest compared entry with this formula, charge and spin   0.00 kcal per mole
Charge   +1
Strongest force on any atom   1.0 eV/Å

---

(3)
C7H18N4O2SSe4V as an isolated structure. Source: OMol25; level of theory: ωB97M-V/def2-TZVPD.

Cartesian coordinates (Å):
1 V 0.869 0.036 1.742
2 C -4.199 -1.197 2.622
3 O -2.878 -1.599 2.199
4 C -1.862 -0.791 2.372
5 O -0.730 -1.173 2.062
6 N -2.033 0.452 2.874
7 N -0.850 1.206 2.948
8 H -4.846 -2.030 2.370
9 H -4.513 -0.307 2.077
10 H -4.205 -1.044 3.701
11 H -2.914 0.812 3.205
12 H -0.620 1.431 3.914
13 H -0.952 2.063 2.408
14 Se 2.334 1.716 2.706
15 Se 2.346 -0.337 3.810
16 Se 3.703 -1.655 2.418
17 Se 2.410 -1.283 0.488
18 C -0.812 -1.494 -1.335
19 N 0.322 -0.745 -1.875
20 C 1.285 -1.574 -2.604
21 C 0.569 0.517 -1.521
22 S -0.187 1.217 -0.120
23 N 1.415 1.246 -2.242
24 C 1.561 1.091 -3.691
25 C 2.047 2.448 -1.698
26 H -1.149 -2.178 -2.111
27 H -1.618 -0.814 -1.075
28 H -0.507 -2.063 -0.453
29 H 1.380 -2.512 -2.058
30 H 2.256 -1.086 -2.621
31 H 0.949 -1.787 -3.619
32 H 0.811 0.410 -4.078
33 H 2.556 0.734 -3.956
34 H 1.407 2.072 -4.140
35 H 2.253 2.313 -0.639
36 H 1.411 3.320 -1.853
37 H 2.987 2.586 -2.229

Computed properties:
Spin multiplicity   3
HOMO energy (spin up / spin down)   -10.4767 / -10.5874 eV
ΔE to the lowest compared entry with this formula, charge and spin   0.00 kcal per mole
Charge   +1
Strongest force on any atom   0.8 eV/Å

---

(4)
C7H18N5O2Ti as an isolated structure. Source: OMol25; level of theory: ωB97M-V/def2-TZVPD.

Cartesian coordinates (Å):
1 Ti 0.730 0.392 0.240
2 C 0.204 -0.928 -2.317
3 C 0.252 0.581 -2.544
4 N -0.252 1.301 -1.312
5 C -1.745 1.175 -1.049
6 C -2.009 0.956 0.438
7 N -1.072 -0.128 0.968
8 C -1.334 -1.521 0.410
9 C -0.056 -2.207 -0.108
10 N 0.816 -1.294 -0.963
11 H -0.814 -1.310 -2.353
12 H 0.752 -1.425 -3.113
13 H 1.273 0.916 -2.725
14 H -0.334 0.844 -3.423
15 H -0.024 2.294 -1.399
16 H -2.262 2.074 -1.377
17 H -2.128 0.355 -1.651
18 H -1.821 1.858 1.013
19 H -3.045 0.662 0.594
20 H -1.159 -0.142 1.987
21 H -1.767 -2.150 1.183
22 H -2.078 -1.434 -0.376
23 H 0.558 -2.569 0.715
24 H -0.355 -3.081 -0.685
25 H 1.684 -1.797 -1.146
26 N 2.145 -0.276 1.899
27 N 1.943 0.750 2.878
28 C 1.594 2.008 2.429
29 O 1.587 3.020 2.991
30 O 1.081 1.819 1.071
31 H 1.978 -1.163 2.377
32 H 3.136 -0.295 1.633
33 H 2.523 0.715 3.713

Computed properties:
HOMO energy   -21.9780 eV
Charge   +3
Strongest force on any atom   1.0 eV/Å

---

(5)
A 3-piece molecular cluster, C7H18NO2 overall. Source: OMol25; level of theory: ωB97M-V/def2-TZVPD.

Cartesian coordinates (Å):
1 C 0.321 -1.430 -1.929
2 C 1.245 -0.259 -1.613
3 C 0.727 0.795 -0.664
4 C 0.871 0.648 0.697
5 C 1.641 -0.494 1.190
6 C -1.110 2.413 -0.862
7 C 0.066 1.889 -1.305
8 N -0.820 -1.537 -0.951
9 H 0.864 -2.438 -2.053
10 H 0.009 -1.361 -2.856
11 H 1.374 0.375 -2.505
12 H 2.158 -0.776 -1.283
13 H 0.302 1.212 1.341
14 H 1.935 -1.381 0.544
15 H 2.624 -0.184 1.678
16 H 1.229 -0.956 2.086
17 H -1.709 1.863 -0.010
18 H -1.545 3.333 -1.433
19 H 0.767 2.466 -2.019
20 H -0.216 -1.439 -0.080
21 H -1.658 -1.031 -0.882
22 H -1.220 -2.580 -1.009
23 H -0.637 -2.095 2.351
24 H -0.930 -0.631 2.082
25 O -0.964 -1.504 1.625
26 H -1.292 2.404 2.645
27 H -2.463 1.142 2.628
28 O -1.571 1.555 2.587

Computed properties:
HOMO energy   -12.1234 eV
ΔE to the lowest compared entry with this formula, charge and spin   76.13 kcal per mole
Charge   +1
Strongest force on any atom   6.6 eV/Å

---

(6)
One molecule with the formula C7H18O2Si3. Source: OMol25; level of theory: ωB97M-V/def2-TZVPD.

Cartesian coordinates (Å):
1 C -1.527 1.523 2.919
2 C -1.940 0.667 2.006
3 C -3.431 0.478 1.751
4 C -0.900 0.349 1.015
5 O 0.296 0.252 1.300
6 O -1.225 0.122 -0.243
7 Si -0.158 -0.020 -1.542
8 C 1.127 -1.474 -1.203
9 C 0.687 -2.836 -0.408
10 C 1.872 -3.668 -0.103
11 Si 0.874 1.754 -2.390
12 Si 1.474 3.489 -0.916
13 H -2.107 1.993 3.696
14 H -0.433 1.802 3.031
15 H -3.706 1.552 1.667
16 H -3.633 -0.186 0.760
17 H -4.036 0.065 2.560
18 H -1.257 -0.630 -2.178
19 H 2.032 -1.168 -0.745
20 H 1.481 -1.892 -2.216
21 H 0.197 -2.601 0.494
22 H 0.105 -3.391 -1.194
23 H 2.568 -3.821 -0.908
24 H 1.514 -4.543 0.468
25 H 2.611 -3.180 0.614
26 H 0.225 2.354 -3.555
27 H 2.222 1.278 -3.070
28 H 0.976 3.294 0.475
29 H 2.917 3.586 -0.623
30 H 1.174 4.854 -1.463

Computed properties:
HOMO energy   -9.9006 eV
ΔE to the lowest compared entry with this formula, charge and spin   0.00 kcal per mole
Charge   0
Structure (SMILES)   C=C(C)C(=O)O[Si@H](CCC)[SiH2][SiH3]
Strongest force on any atom   4.0 eV/Å